1.
The following is a quantum chemistry calculation of a structure of composition C4H8EuO3 in a non-equilibrium geometry, from the OMol25 dataset.

Structure (ORCA input):
```
! RIJCOSX wB97M-V def2-TZVPD def2/J DEFGRID3
* xyz 2 8
O -2.34411 1.22776 -0.06593
C -1.44724 0.32214 -0.05192
Eu 2.25752 0.16109 -0.37994
O -0.31869 0.47724 -0.48062
C -3.76626 0.85014 0.02942
H -4.13399 1.41285 0.89485
H -4.20697 1.16270 -0.92385
C -3.85124 -0.64629 0.22749
H -3.83552 -1.02736 -0.80718
H -2.73779 -1.35283 0.27911
O 4.47653 0.32475 -0.17742
C 5.65288 -0.38695 -0.00620
H 5.66387 -0.95843 0.94326
H 5.83322 -1.11305 -0.82284
H 6.52657 0.29163 0.01895
H -3.76879 -0.74541 1.32282
*
```

Computed properties:
Relative energy (zero: lowest compared OMol25 entry of this formula, charge and spin): 169.3 kcal per mole
E: -1092.3718 Ha
⟨S²⟩: 15.795
Frontier orbital gap (alpha / beta): 2.95 / 2.36 eV

2.
The following is a quantum chemistry calculation of a cluster of 2 separate species, C4H8F2N in total in a non-equilibrium geometry, from the OMol25 dataset.

Structure (ORCA input):
```
! RIJCOSX wB97M-V def2-TZVPD def2/J DEFGRID3
* xyz 1 1
C 1.37821 -1.27995 0.02453
C 1.24703 0.83101 1.06888
C 0.12819 0.37695 -1.09158
C -2.78280 -0.24196 -0.34733
N 0.90670 -0.07113 -0.04317
F -2.46527 -0.97488 0.73408
F -3.10286 0.99059 -0.13381
H 1.37190 -1.96726 -0.67736
H 1.83155 -1.61977 0.97478
H 0.64259 1.78627 0.84256
H 2.32265 1.07302 0.96438
H 1.03046 0.44995 2.05578
H -0.17871 1.39279 -1.12362
H 0.07160 -0.36672 -1.87383
H -2.40123 -0.37891 -1.37430
*
```

Computed properties:
Relative energy (zero: lowest compared OMol25 entry of this formula, charge and spin): 104.8 kcal per mole
E: -411.2582 Ha
Frontier orbital gap (alpha / beta): 9.39 / 5.68 eV

3.
The following is a quantum chemistry calculation of a structure of composition C4H8F2N2S in a non-equilibrium geometry, from the OMol25 dataset.

Structure (ORCA input):
```
! RIJCOSX wB97M-V def2-TZVPD def2/J DEFGRID3
* xyz 0 1
C -1.54664 -1.12084 -0.42944
C -0.30372 -0.46970 -1.07002
C -2.58114 -0.13045 -0.07325
C 0.43480 0.74375 1.06229
N 0.91495 1.47954 -1.18888
N 0.08389 0.80392 -0.36546
F -3.66564 -0.20136 -0.93248
F -3.21922 -0.47478 1.16730
S -2.05827 1.52548 0.01093
H -1.92262 -1.96415 -1.04567
H -1.33709 -1.55744 0.58718
H 0.54921 -1.28698 -1.11035
H -0.47427 -0.15650 -2.18971
H -0.08456 0.07650 1.65292
H 1.45991 0.29599 1.19959
H 0.35318 1.82381 1.34455
H 1.46073 2.12454 -0.62619
*
```

Computed properties:
Relative energy (zero: lowest compared OMol25 entry of this formula, charge and spin): 0.0 kcal per mole
E: -864.5093 Ha
Frontier orbital gap: 7.40 eV

4.
The following is a quantum chemistry calculation of a structure of composition C4H8F2N3O2 in a non-equilibrium geometry, from the OMol25 dataset.

Structure (ORCA input):
```
! RIJCOSX wB97M-V def2-TZVPD def2/J DEFGRID3
* xyz 1 1
C -0.68862 0.08832 0.03718
C -1.32229 -2.18200 0.45834
C 0.95031 -1.56581 -0.45748
C 1.89487 2.92680 -0.49829
N -0.41708 -1.15824 -0.02664
N -1.88233 0.60093 0.40107
N 0.95498 2.27366 0.14829
O 0.12888 0.90528 -0.59265
O 0.50590 2.49876 1.26657
F 2.32671 4.03024 0.00155
F 2.40322 2.46180 -1.57521
H -2.20761 -1.68091 0.77224
H -1.39442 -2.89329 -0.41708
H -0.64016 -2.72157 1.11270
H 0.94312 -1.66676 -1.55845
H 1.76731 -0.92661 -0.13573
H 1.11675 -2.54079 0.04619
H -1.91110 1.55659 0.08796
H -2.52845 -0.00639 0.92944
*
```

Computed properties:
Relative energy (zero: lowest compared OMol25 entry of this formula, charge and spin): 55.5 kcal per mole
E: -671.2498 Ha
Frontier orbital gap: 8.12 eV

5.
The following is a quantum chemistry calculation of an isolated molecule of C4H8FI in a non-equilibrium geometry, from the OMol25 dataset.

Structure (ORCA input):
```
! RIJCOSX wB97M-V def2-TZVPD def2/J DEFGRID3
* xyz 0 1
C 1.27641 0.15054 0.68806
C -0.03501 -0.11367 -1.45224
C -1.06223 -0.32502 0.91614
C -0.05103 0.33593 -0.04680
F -0.28231 1.71844 -0.01513
I -2.97759 -0.23418 -0.02533
H 1.17900 0.44706 1.65633
H 1.72389 -0.91009 0.72493
H 2.14447 0.73118 0.24044
H -1.04969 -0.12964 -1.97133
H 0.40115 -1.20344 -1.58405
H 0.62678 0.54836 -2.20618
H -0.85177 -1.30722 1.23058
H -1.04207 0.29175 1.84459
*
```

Computed properties:
Relative energy (zero: lowest compared OMol25 entry of this formula, charge and spin): 0.0 kcal per mole
E: -554.7422 Ha
Structure (SMILES): CC(C)(F)CI
Frontier orbital gap: 9.93 eV

6.
The following is a quantum chemistry calculation of an isolated molecule of C4H8FN in a non-equilibrium geometry, from the OMol25 dataset.

Structure (ORCA input):
```
! RIJCOSX wB97M-V def2-TZVPD def2/J DEFGRID3
* xyz 0 1
C -2.07691 0.15608 0.45297
C -0.71536 0.13002 -0.21691
C 0.34347 -0.69898 0.40571
C 1.51554 -0.27944 0.71662
H -2.07654 0.07496 1.51794
H -2.53926 1.06124 0.24424
H -2.61010 -0.70367 0.08437
H -0.25395 1.15321 -0.15713
H -1.47058 0.00243 -2.13045
H 0.14340 -0.34940 -2.01729
H 0.00706 -1.67716 0.64212
H 2.34625 -0.74554 1.19958
N -0.75447 -0.51174 -1.52663
F 1.92606 0.99111 0.35030
*
```

Computed properties:
Relative energy (zero: lowest compared OMol25 entry of this formula, charge and spin): 23.5 kcal per mole
E: -311.7819 Ha
Structure (SMILES): C[C@H](N)/C=C\F
Frontier orbital gap: 10.66 eV

Question: Number 2 is which compound?
Answer: C4H8F2N

Question: Which of these has the highest E?
Answer: C4H8FN

What did the sixth record say?
The following is a quantum chemistry calculation of an isolated molecule of C4H8FN in a non-equilibrium geometry, from the OMol25 dataset.

Structure (ORCA input):
```
! RIJCOSX wB97M-V def2-TZVPD def2/J DEFGRID3
* xyz 0 1
C -2.07691 0.15608 0.45297
C -0.71536 0.13002 -0.21691
C 0.34347 -0.69898 0.40571
C 1.51554 -0.27944 0.71662
H -2.07654 0.07496 1.51794
H -2.53926 1.06124 0.24424
H -2.61010 -0.70367 0.08437
H -0.25395 1.15321 -0.15713
H -1.47058 0.00243 -2.13045
H 0.14340 -0.34940 -2.01729
H 0.00706 -1.67716 0.64212
H 2.34625 -0.74554 1.19958
N -0.75447 -0.51174 -1.52663
F 1.92606 0.99111 0.35030
*
```

Computed properties:
Relative energy (zero: lowest compared OMol25 entry of this formula, charge and spin): 23.5 kcal per mole
E: -311.7819 Ha
Structure (SMILES): C[C@H](N)/C=C\F
Frontier orbital gap: 10.66 eV